(1)
Computed, not measured: a molecular structure, C17H13CoO4P, with ωB97M-V/def2-TZVPD.

Positions of all 36 atoms, in Å:
Co (0.0080, -1.2012, -0.0903)
O (-1.0013, 4.4750, -0.0370)
C (-1.3312, 3.5699, 0.5754)
C (1.8696, -0.6877, -0.0308)
O (3.0085, -0.6160, -0.0397)
C (-1.7953, -1.7056, -0.1275)
O (-2.8411, -2.1578, -0.2817)
C (-0.1100, -0.5619, -1.9114)
O (-0.1738, -0.1187, -2.9326)
C (-1.7141, -0.6640, 2.9221)
P (-0.2212, -0.4820, 1.9104)
C (0.4645, 0.9111, 2.9461)
C (-0.3243, 2.0997, 3.2036)
C (0.1650, 3.2595, 3.8391)
C (1.5098, 3.3031, 4.2010)
C (2.3279, 2.1996, 4.0405)
C (1.7967, 1.0022, 3.4414)
C (0.7642, -1.8696, 2.7145)
C (1.2347, -1.9300, 4.0471)
C (1.9459, -3.0767, 4.4806)
C (2.0828, -4.1744, 3.6147)
C (1.5039, -4.1636, 2.3478)
C (0.8458, -3.0113, 1.9139)
H (-2.4221, 0.2021, 2.8230)
H (-2.2557, -1.6100, 2.6176)
H (-1.4454, -0.7868, 4.0416)
H (-1.3937, 2.0498, 2.9058)
H (-0.5158, 4.1147, 3.9981)
H (1.9094, 4.1981, 4.6429)
H (3.3888, 2.1836, 4.3896)
H (2.4662, 0.1203, 3.3230)
H (1.1362, -1.0652, 4.7337)
H (2.3866, -3.0877, 5.4857)
H (2.6021, -5.0701, 3.9560)
H (1.5630, -5.0130, 1.6601)
H (0.4152, -2.9798, 0.8820)

Output
DFT total energy	-72925.600	eV
2S+1	4
total charge	+2
LUMO energy (spin up / spin down)	-7.19 / -11.15	eV
Kohn-Sham gap (spin up / spin down)	0.2881 / 0.1655	hartree
expectation value of S²	3.794

***

(2)
Computed, not measured: a molecular structure, C17H13F10N3O5SeZn, with ωB97M-V/def2-TZVPD.

Positions of all 50 atoms, in Å:
Zn (0.2207, -0.2822, -0.3315)
C (-1.6857, 2.1040, -0.7319)
N (-0.9832, 1.4116, 0.3457)
C (-1.9208, 0.8420, 1.3170)
C (-1.4317, -0.4265, 2.0205)
N (-0.9419, -1.3738, 1.0405)
C (-0.7345, -2.6340, 1.4228)
C (-0.8984, -3.2175, 2.7050)
F (-1.2809, -2.4624, 3.7745)
C (-0.6654, -4.5556, 2.9752)
F (-0.8697, -5.0221, 4.2308)
C (-0.2119, -5.4183, 2.0021)
F (0.0176, -6.7290, 2.2664)
C (-0.0050, -4.8948, 0.7319)
F (0.4379, -5.7076, -0.2497)
C (-0.2546, -3.5715, 0.4658)
F (0.0062, -3.1304, -0.7797)
C (0.0351, 2.3050, 0.9046)
C (0.9816, 1.6362, 1.8939)
N (1.4021, 0.3622, 1.3657)
C (2.3881, -0.3099, 1.9411)
C (3.1174, -0.0142, 3.1240)
F (2.8190, 1.0865, 3.8750)
C (4.1288, -0.8163, 3.6209)
F (4.7784, -0.4370, 4.7473)
C (4.4774, -1.9998, 3.0059)
F (5.4785, -2.7796, 3.4874)
C (3.7755, -2.3559, 1.8604)
F (4.0855, -3.5069, 1.2315)
C (2.7822, -1.5489, 1.3648)
F (2.1236, -1.9668, 0.2602)
H (-2.1919, 3.0076, -0.3553)
H (-2.4270, 1.4371, -1.1676)
H (-0.9824, 2.3645, -1.5204)
H (-2.8191, 0.5769, 0.7572)
H (-2.2014, 1.5989, 2.0677)
H (-2.3028, -0.8221, 2.5582)
H (-0.6841, -0.1744, 2.7806)
H (-0.4539, 3.1668, 1.3911)
H (0.6125, 2.6654, 0.0522)
H (0.4821, 1.5478, 2.8709)
H (1.8160, 2.3335, 2.0425)
O (-1.2256, -0.8031, -1.9833)
H (-0.7002, -1.4400, -2.4930)
H (-1.1398, 0.0045, -2.5752)
O (0.8847, -1.0045, -3.6970)
Se (1.1217, 0.5662, -3.3067)
O (2.3729, 1.2731, -4.0547)
O (1.3920, 0.6264, -1.6377)
O (-0.2936, 1.4015, -3.5407)

Output
DFT total energy	-173486.088	eV
total charge	-2
LUMO energy	4.61	eV
Kohn-Sham gap	0.2398	hartree

***

(3)
Computed, not measured: a single C17H13F7N2O3 molecule, with ωB97M-V/def2-TZVPD.

Positions of all 42 atoms, in Å:
O (-2.1457, -3.0780, -1.5594)
C (-1.6095, -2.1604, -0.9822)
N (-2.2160, -1.2752, -0.1410)
C (-3.5758, -1.1636, 0.1611)
C (-3.9498, -0.1963, 1.0935)
C (-5.2769, -0.0254, 1.4346)
C (-6.2278, -0.8302, 0.8336)
C (-5.8804, -1.7932, -0.0955)
C (-4.5506, -1.9605, -0.4333)
H (-4.2611, -2.7081, -1.1520)
H (-6.6459, -2.4038, -0.5467)
F (-7.5271, -0.6688, 1.1644)
H (-5.5776, 0.7196, 2.1537)
H (-3.1962, 0.4275, 1.5526)
H (-1.6132, -0.6478, 0.3732)
N (-0.2367, -1.9890, -1.1077)
C (0.6046, -0.9430, -0.7527)
C (1.9367, -1.2522, -0.4505)
C (2.8138, -0.2423, -0.1036)
C (2.3870, 1.0855, -0.0424)
C (1.0759, 1.3872, -0.3617)
C (0.1843, 0.3799, -0.7279)
H (-0.8057, 0.6729, -1.0348)
O (0.5465, 2.6467, -0.3546)
C (1.3822, 3.7234, -0.0293)
C (0.5223, 4.9839, -0.0950)
F (-0.5024, 4.9414, 0.7587)
F (0.0192, 5.1957, -1.3111)
F (1.2504, 6.0652, 0.2220)
H (2.2073, 3.8375, -0.7455)
H (1.7823, 3.6433, 0.9908)
H (3.1118, 1.8285, 0.2403)
O (4.1314, -0.4287, 0.2114)
C (4.6572, -1.7258, 0.1732)
C (6.1297, -1.6176, 0.5644)
F (6.7057, -2.8296, 0.5551)
F (6.2941, -1.1181, 1.7898)
F (6.8241, -0.8501, -0.2761)
H (4.6090, -2.1633, -0.8337)
H (4.1671, -2.3936, 0.8954)
H (2.2496, -2.2827, -0.4962)
H (0.2064, -2.7911, -1.5351)

Output
DFT total energy	-45986.603	eV
LUMO energy	0.34	eV
Kohn-Sham gap	0.3247	hartree
structure (SMILES)	O=C(Nc1ccc(F)cc1)Nc1cc(OCC(F)(F)F)cc(OCC(F)(F)F)c1

***

(4)
Computed, not measured: a molecular structure, C17H14Cl4N2O5S2Y, with ωB97M-V/def2-TZVPD.

Positions of all 45 atoms, in Å:
Y (-1.3428, 0.1007, 0.4057)
Cl (0.3257, -0.4055, 2.6918)
C (0.4523, 1.0242, 3.6867)
C (0.8863, 0.8227, 4.9832)
C (1.0252, 1.9060, 5.8297)
C (0.7228, 3.1717, 5.3581)
C (0.2843, 3.3469, 4.0563)
Cl (-0.0694, 4.9787, 3.5637)
C (0.1230, 2.2754, 3.1456)
S (-0.4077, 2.5221, 1.5023)
H (1.1128, -0.1834, 5.3196)
H (1.3615, 1.7640, 6.8493)
H (0.8253, 4.0393, 5.9993)
O (-1.6928, -6.0917, -1.0795)
C (-1.5384, -4.9470, -0.7721)
C (-1.0551, -3.8179, -1.6675)
O (-0.5649, -3.9091, -2.7724)
C (-1.3012, -2.6018, -0.9183)
C (-1.6996, -2.8628, 0.3897)
O (-1.8825, -1.9216, 1.2551)
C (-1.8401, -4.3183, 0.5905)
O (-2.1157, -4.9143, 1.5987)
O (-1.1229, -1.3963, -1.3605)
C (-3.5155, 0.7921, -0.0441)
H (-3.7946, 0.4782, -1.0651)
H (-3.7146, 1.8721, 0.0207)
H (-4.2474, 0.3123, 0.6207)
Cl (-2.0156, 3.9693, -3.6747)
C (-2.1395, 3.0229, -2.1795)
Cl (-0.8503, 1.8145, -2.0598)
H (-3.0819, 2.5032, -2.1644)
H (-2.0379, 3.6846, -1.3360)
C (4.1748, 0.4369, -2.3091)
N (3.0256, -0.3317, -2.7600)
C (2.9106, -0.9995, -3.9831)
C (1.7016, -1.5877, -3.9889)
N (1.0966, -1.2636, -2.7911)
C (1.8955, -0.5050, -2.0262)
S (1.6119, 0.0832, -0.4559)
H (4.7576, 0.7367, -3.1779)
H (4.7983, -0.1477, -1.6354)
H (3.8279, 1.3158, -1.7736)
H (3.7041, -0.9981, -4.7148)
H (1.2224, -2.2141, -4.7224)
H (0.1846, -1.5565, -2.4344)

Output
DFT total energy	-103882.976	eV
total charge	-1
LUMO energy	2.36	eV
Kohn-Sham gap	0.2724	hartree

***

(5)
Computed, not measured: a molecular structure, C17H15BrCl4CuGeN4O3, with ωB97M-V/def2-TZVPD.

Positions of all 46 atoms, in Å:
Cu (11.6835, 12.0779, 6.2482)
Cl (17.3000, 16.4715, 4.8105)
C (16.2702, 15.2455, 5.3936)
C (16.8177, 14.0187, 5.7818)
C (16.0097, 13.0731, 6.4034)
C (14.6424, 13.3378, 6.5833)
O (13.8325, 12.3502, 7.1044)
C (14.0902, 14.5711, 6.2014)
C (12.6772, 14.9714, 6.3545)
O (11.7306, 14.2225, 6.5596)
C (14.9235, 15.5272, 5.5631)
H (17.8866, 13.8346, 5.6345)
H (16.4503, 12.1249, 6.7178)
H (12.4896, 16.0506, 6.2711)
H (14.5325, 16.5018, 5.2717)
C (7.5083, 12.4194, 3.7113)
N (7.7819, 12.4138, 5.1499)
C (6.8288, 12.6235, 6.0958)
C (7.1583, 12.6970, 7.3969)
C (8.5309, 12.5163, 7.7352)
N (9.4639, 12.2917, 6.8415)
C (9.1466, 12.3656, 5.5224)
O (10.0263, 12.3885, 4.6648)
N (8.8833, 12.5370, 9.0203)
H (6.4339, 12.4617, 3.5700)
H (7.9160, 11.5200, 3.2669)
H (7.9563, 13.2960, 3.2255)
H (5.8385, 12.7286, 5.7096)
H (6.4040, 12.9152, 8.1247)
H (8.2385, 12.8421, 9.7219)
H (9.8464, 12.5938, 9.2758)
Cl (12.7358, 10.2562, 9.1544)
Ge (13.6512, 12.1326, 8.8726)
Cl (12.4530, 13.6270, 9.7476)
Cl (15.5861, 12.1559, 9.6876)
Br (12.3981, 5.5502, 5.9613)
C (12.1875, 7.4045, 5.9710)
C (10.9981, 7.9640, 6.4126)
C (10.9423, 9.3481, 6.4268)
N (11.9345, 10.1259, 6.0218)
C (13.0678, 9.5654, 5.5841)
C (13.2527, 8.1995, 5.5502)
H (10.1700, 7.3913, 6.7935)
H (10.0768, 9.8819, 6.8106)
H (13.8540, 10.2524, 5.3022)
H (14.1878, 7.7530, 5.2294)

Output
DFT total energy	-251263.150	eV
total charge	+1
LUMO energy	-3.22	eV
Kohn-Sham gap	0.2764	hartree

***

Which formula does entry 4 have? C17H14Cl4N2O5S2Y